[1]
Formula: C22H72N4O14
Source: the OMol25 dataset
Level of theory: ωB97M-V with the def2-TZVPD basis set

Properties
Frontier orbital gap   8.595 eV
Total charge   0
Energy relative to the best compared isomer or geometry (same formula, charge and spin)   78.5 kcal/mol
HOMO   -0.324 hartree

```
112
C22H72N4O14 (ωB97M-V with the def2-TZVPD basis set)
C 0.13901 4.64920 0.24671
H -5.25599 -0.08680 2.58671
O -2.48799 -1.15680 -2.53729
O 1.21501 4.53220 -0.62629
H 5.00801 4.77320 -2.12829
C -1.57699 -2.87780 4.24271
H -4.38999 1.02520 0.33171
H 3.75001 2.58320 -2.72229
C -1.51799 -3.44480 0.82271
O -2.57999 1.63220 -2.92329
H -3.44599 0.04220 2.22971
H -2.22099 -3.74480 1.56371
H -1.62799 1.12320 0.89671
C 0.85601 -0.99380 -3.26829
H 1.18601 -1.92880 -3.62129
H 5.78601 2.12520 -2.07829
H -3.41699 -3.18480 5.37971
H -2.84099 -2.55880 -0.06229
H -0.37799 3.68620 0.24371
H -1.53999 4.10520 2.25371
O 2.99201 -3.76080 -2.62729
H -2.12099 -1.79880 -1.93729
H 0.37401 -4.93980 -0.91029
H 0.37601 -3.45480 -1.71929
C 1.05001 -1.11180 3.60771
N 1.46801 -1.82180 2.64371
O -1.92199 -2.50180 -0.12329
C 2.08101 -4.77880 -2.22429
O 1.66001 3.38720 3.65571
C 3.17601 3.26920 1.77671
H 1.49201 -3.68080 -0.51929
H -3.61399 -0.44180 -0.01129
C 2.02901 2.54520 2.55971
O 0.02501 -0.42880 -4.27029
H 5.50801 -1.81980 -0.81129
H 2.47801 -5.68180 -1.79329
H 1.76301 -0.40180 -3.03729
H -2.61699 0.68620 -2.67429
H 0.58501 4.77320 1.26171
H 2.30201 1.60720 2.94771
N 0.54601 -0.96980 0.04371
H -4.43099 -1.79580 -2.26229
O -2.65099 2.48220 1.26171
O -1.99299 -1.62580 3.73871
H -0.63999 1.44420 -2.39629
H 3.14701 2.52620 -1.07029
H -1.43199 2.06920 -1.23829
H 1.53201 3.67320 -0.58629
H 1.46701 -1.16580 -0.51529
H 1.57001 -5.07580 -3.14829
H -1.46899 -0.58280 1.00071
C -1.44799 2.19820 -2.29029
H 3.17001 -2.26380 -1.49929
H 3.38001 0.26220 -0.16629
N 0.29801 -0.15280 3.22371
C -4.10999 -0.87480 -4.20429
C 4.21601 4.38520 -1.47729
H -0.04199 -1.80080 0.09371
H -0.56699 -3.16480 1.29471
H -0.90999 2.50320 2.22671
H 4.01901 3.50620 2.48471
C -4.50999 -0.06480 0.48171
C -2.78299 -3.70080 4.71971
H -1.08499 -2.58680 5.19571
H -3.48499 2.93520 1.26171
H 1.15201 2.41220 1.99471
O 5.22401 2.26720 -1.27729
C 0.09701 0.22720 0.06871
H -0.81199 -3.29280 3.55771
H 5.77201 -0.06680 -0.73329
H -1.31899 4.38620 -2.51229
H -3.31799 -2.65880 -3.31929
C -1.82599 3.03720 2.26571
C -4.38099 -0.48080 1.91471
H -3.30699 -4.06980 3.89671
H -4.12699 -1.56180 2.11271
H -5.57099 -1.48280 -0.36529
C -3.65099 -1.67080 -3.02929
H 3.72201 -0.21480 -1.82329
O -5.66199 -0.54680 -0.12529
H 3.56101 -4.10180 -3.33529
H -3.36299 -0.95580 -4.93429
O 1.35901 -1.43380 4.89771
H 3.35701 2.74920 0.82071
N -1.02399 0.25920 0.78871
H 5.29301 -1.05280 0.62071
H -2.45699 -4.60880 5.20271
O 0.86901 1.31820 -0.39829
H -1.21999 -1.03780 3.47771
H -0.83099 -0.92980 -4.41429
H 4.69701 4.71120 -0.53029
O 2.97701 -1.68580 -0.74929
H 0.88401 3.01720 4.05271
C 1.03901 -4.20580 -1.34329
C 3.72001 -0.53080 -0.81229
H 1.20901 -1.64480 1.67671
C 4.01801 2.86220 -1.69529
H 1.84101 -2.72080 2.84471
C -0.85499 3.56820 -2.84829
H -4.99599 -1.33580 -4.49629
H -0.43499 5.47720 -0.05429
H 0.19601 -0.97780 -2.37729
H -2.23299 2.89320 3.31271
H -1.03399 3.42920 -3.95229
H -0.03299 0.03520 2.20371
H -0.05499 0.52420 3.92571
H -1.25699 -4.35280 0.33971
H 3.35001 5.07820 -1.75429
H 0.20901 3.64920 -2.81829
H -4.33099 0.17520 -4.08729
C 5.15101 -0.90880 -0.48129
H 2.86601 4.34820 1.49571
```

These are the Löwdin partial charges, in e, on atoms 1 to 5:
1. C -0.155
2. H 0.121
3. O -0.087
4. O -0.117
5. H 0.056


[2]
Formula: C37H44Cl3CoN2S2Si3
Source: the OMol25 dataset
Level of theory: ωB97M-V with the def2-TZVPD basis set

Properties
Frontier orbital gap (spin up / spin down)   5.765 / 5.861 eV
Multiplicity   2
Total charge   -1
Energy relative to the best compared isomer or geometry (same formula, charge and spin)   0.0 kcal/mol
HOMO (spin up / spin down)   -0.156 / -0.159 hartree

```
92
C37H44Cl3CoN2S2Si3 (ωB97M-V with the def2-TZVPD basis set)
C -0.30243 3.95854 -0.53280
C 3.87111 1.18727 -0.62743
H -2.96861 -4.13064 0.94917
H -1.49783 1.66743 2.49770
H -0.12311 1.50670 3.59054
H -5.37866 -1.75391 -0.54155
N 0.24687 1.62048 -0.69633
C 6.95867 -3.87007 0.51413
C 1.55543 1.96943 -0.72151
C 5.11053 -2.31902 -0.02154
H -1.66069 2.27926 -0.49693
H 1.57505 -2.66865 2.71445
C -2.51765 -3.14720 0.75926
C 4.76814 -3.63142 -0.19179
H 3.87210 -3.02036 3.48821
C -2.68145 4.72406 -0.02746
H 0.08849 2.25033 2.00882
H -3.08452 3.74610 0.18787
H 5.75677 -5.59478 0.03961
C -2.71624 7.02468 -0.25153
C 5.83119 -4.52047 0.11759
H 4.60353 1.18604 3.21732
C -2.64031 -0.59682 -3.59956
H -4.79230 -1.84052 1.11396
C -1.37718 4.94634 -0.37366
Cl 0.86418 -3.87705 -1.10310
H -3.11799 -0.15389 -4.48389
H 2.44818 -2.28536 -0.02799
C -0.94781 -1.38168 3.16017
Cl -0.49836 -3.13597 -3.92828
Si -2.41990 -0.68758 -0.66610
C -3.19219 0.05942 -2.33563
C 3.40806 3.56421 -0.77357
C 4.39392 -0.94042 3.41106
H -2.80925 -1.66836 -3.63564
H -3.29124 2.14310 -1.64911
C 2.50285 0.90107 -0.63677
H -3.34099 1.93482 -3.39506
H 1.34183 5.34276 -0.64206
C -3.28136 -2.43239 -0.35796
C -4.72200 -0.05352 -2.38092
H -1.46766 -3.29951 0.51011
H 7.90509 -4.29523 0.80320
Co -0.04061 -0.54073 -0.54119
H -5.15927 -3.31992 0.23434
C 2.86807 -1.31277 -0.22924
H -2.01482 -1.15347 3.20877
H -5.09398 0.44503 -3.28571
H -3.23035 -0.11505 1.62390
C -2.88206 1.55270 -2.47443
H -4.49594 5.94341 0.30150
C 3.52813 -2.01641 3.26778
C -3.30765 0.39059 0.65782
C -4.73381 -2.31338 0.13294
H 5.41253 -1.09636 3.74463
C -0.42940 1.45039 2.54255
Si -0.05745 -0.30155 1.85715
H -3.66408 -4.34657 -1.26696
H -2.86301 1.37431 0.80741
H 5.83015 0.31274 -0.46101
H 3.80125 -3.95148 -0.55257
H -3.04206 8.05074 -0.27511
H 3.73800 4.59461 -0.81803
C -3.26358 -3.37007 -1.56786
C 3.93894 0.33571 3.11250
C 4.30086 2.55220 -0.73744
H -3.87393 -3.01431 -2.39703
C 1.73853 -0.53291 2.52187
S 6.73765 -2.17420 0.52082
C -3.44837 5.91705 0.04230
C 2.63325 0.52910 2.67841
H -5.06781 -1.08382 -2.41937
H -2.25503 -3.53764 -1.94441
H 5.36501 2.75381 -0.75349
C 2.22751 -1.80860 2.83024
C 1.02676 4.30513 -0.65125
H -2.56518 -2.58250 1.68705
N 2.00391 -0.34522 -0.45128
C -0.63289 2.58890 -0.57060
H 2.30631 1.53997 2.45638
H -0.84597 -2.45096 2.98291
H -1.56543 -0.43443 -3.69214
H -1.81020 1.73587 -2.55177
C 1.99808 3.29783 -0.73090
S -1.09343 6.62842 -0.61650
H -4.37118 0.52930 0.45020
Si 0.42719 -2.11618 -2.29831
C 4.76296 0.12171 -0.44690
H -0.51582 -1.15765 4.13883
C 4.26569 -1.14278 -0.23781
Cl 2.33969 -1.86868 -3.28731
H -5.19947 0.43090 -1.52666
```

These are the Löwdin partial charges, in e, on atoms 1 to 5:
1. C -0.182
2. C -0.132
3. H 0.084
4. H 0.007
5. H 0.028


[3]
Formula: C20H60N2O10
Source: the OMol25 dataset
Level of theory: ωB97M-V with the def2-TZVPD basis set

Properties
Frontier orbital gap   9.040 eV
Total charge   0
Energy relative to the best compared isomer or geometry (same formula, charge and spin)   7.2 kcal/mol
HOMO   -0.334 hartree
SMILES string   NC(N)=O.CC(C)O.CC(C)O.CC(C)O.CC(C)O.CC(C)O.CO.CO.CO.CO

```
92
C20H60N2O10 (ωB97M-V with the def2-TZVPD basis set)
C -3.16540 -1.23630 2.73532
H -0.39640 2.23270 -2.87368
H -2.14840 -3.65830 3.91732
C 2.52360 0.18670 -5.53968
H -0.85640 0.39870 0.54332
H 3.19760 -1.13630 1.46532
H -0.39940 -1.90930 -4.88168
H 5.22560 0.46070 -0.22168
H -3.75640 2.61970 4.45532
H -1.49140 2.49770 -0.38468
H 6.12660 -0.66730 -1.16468
H 5.25960 0.67370 -1.90768
H 2.77660 -0.71930 -6.09668
H -1.95940 -4.34430 2.42932
C -0.70140 3.09470 -2.23068
O -1.09040 -1.93930 2.38432
H -1.95740 4.10370 1.59632
H -4.28140 1.26770 3.77232
H -0.15940 0.89970 2.04132
H 0.44760 -0.16630 -1.22568
C -3.20140 2.59170 2.36332
H 0.77360 -3.45630 -3.75868
H 2.73960 1.28070 -2.45968
C 5.20560 -0.05930 -1.12468
C -1.98140 3.46270 2.46332
C 1.22760 1.05370 4.45432
H -4.24640 -1.52030 2.84632
O 4.06760 -0.79330 -1.11568
C -2.25840 -2.28230 2.18432
H 0.17160 3.30070 -1.62768
H -1.98040 4.88970 -0.55068
H -0.83840 -3.10730 -3.12068
H 1.43960 1.33770 -3.49868
O 1.85360 -2.60430 -0.29268
H -3.53740 -3.90930 2.88232
C -3.41740 1.94170 3.71432
N -0.01840 0.65170 1.06132
H 1.14660 1.14970 5.53432
H 1.73760 -1.41730 2.22132
H 0.70460 -2.38630 -2.38868
C 1.36060 -3.95530 1.38032
O 2.64260 -0.96130 -3.59468
H -1.12740 -1.94830 -0.69468
H -2.57940 1.38370 4.05832
C 2.97960 0.07870 -4.16468
H 1.84460 -1.63030 -0.27768
H -1.99040 4.02070 3.39932
C -1.83240 2.89170 -1.28268
C 2.33960 -2.96630 0.79432
C 0.16260 -2.69030 -3.28468
H 1.48460 -4.25330 2.42232
H 2.82360 2.25270 -3.98168
C 1.15260 0.72770 0.50032
H 4.08460 0.17470 -4.11968
C 2.49360 1.34770 -3.46368
C -2.51940 -3.59330 2.92032
H -2.51340 -1.70830 -1.70368
H 3.89060 -1.16830 -1.97668
H 1.70160 -1.02530 -3.56968
O 2.27360 1.11570 1.21532
O -4.29140 3.17870 2.11632
H -0.65440 -1.19630 1.88932
H -0.86740 -0.68230 -2.87068
H -2.30340 1.11870 -1.79768
H 1.87160 0.20970 4.15632
H -3.02440 1.91070 1.55632
H 1.46360 -4.87730 0.87732
H -1.05140 2.95270 2.47732
H 3.09460 -2.33830 2.69032
O -0.02440 0.73170 3.90532
H -2.42140 -2.43230 1.10632
C -1.72840 -1.21330 -1.14868
O -1.10940 -0.26930 -2.01468
O -2.62040 2.01970 -1.71568
N 1.22860 0.15870 -0.67168
H 2.94660 1.05870 -5.99168
H 0.30060 -3.72230 1.36332
H -2.97540 -0.94730 3.75532
H 1.66860 1.94970 3.97132
O -0.00840 -1.54930 -4.11268
H 1.42860 0.27970 -5.60368
H -2.20240 -0.68130 -0.34068
H -4.85940 2.49570 1.74632
H -0.81340 3.90770 -2.94268
C 2.57460 -1.88930 1.84132
H 2.14260 0.22370 -1.08568
C -2.63440 4.13370 -1.02268
H -2.93740 4.54370 -1.95468
H -3.21540 -0.29430 2.15032
H -3.46740 3.91170 -0.31868
H 3.29960 -3.47730 0.53832
H -0.26340 -0.09030 4.27432
```

These are the Löwdin partial charges, in e, on atoms 1 to 5:
1. C -0.051
2. H 0.070
3. H 0.083
4. C -0.052
5. H 0.086


[4]
Formula: C5H9N
Source: the OMol25 dataset
Level of theory: ωB97M-V with the def2-TZVPD basis set

Properties
Frontier orbital gap   9.117 eV
Total charge   0
Energy relative to the best compared isomer or geometry (same formula, charge and spin)   37.7 kcal/mol
HOMO   -0.299 hartree

```
15
C5H9N (ωB97M-V with the def2-TZVPD basis set)
H 1.73044 -0.69878 -1.50209
C -0.97670 -0.11369 1.64604
H -1.74648 0.33880 -1.22889
C 1.53010 -0.38456 -0.47226
H 1.37606 -1.28321 0.13583
H -0.77120 -1.16393 -1.39454
H 0.41780 1.36806 -1.06743
H -0.53616 1.87032 1.12585
C 0.28660 0.50254 -0.40280
H -2.15323 -1.44128 0.67603
C -0.97962 -0.29378 -0.75971
H 0.86423 0.99568 1.69032
N -1.44462 -0.72374 0.58242
H 2.42306 0.12308 -0.08727
C -0.02028 0.90448 1.05851
```

These are the natural (NBO) partial charges, in e, on atoms 1 to 5:
1. H 0.206
2. C 0.107
3. H 0.199
4. C -0.607
5. H 0.208


| no. | electronic energy (eV) |
| --- | --- |
| 1 | -58599.327 |
| 2 | -162569.648 |
| 3 | -45161.174 |
| 4 | -6819.358 |